# 1
Density functional theory data (ωB97M-V with the def2-TZVPD basis set) for a structure of composition C5H10O3 at a distorted geometry.

- energy above the lowest of the compared OMol25 structures with the same formula, charge and spin (kJ/mol) = 396.50

Each line ends with the Löwdin charge.
Geometry (Å):
1 C 1.72 -0.29 1.45  -0.11
2 C -0.63 0.67 1.45  -0.33
3 O 0.37 -0.44 1.04  -0.24
4 O -0.19 1.78 1.68  0.03
5 H -1.41 0.18 2.05  0.15
6 H 2.34 -0.72 0.66  0.08
7 H 1.87 -0.85 2.38  0.08
8 H 2.01 0.76 1.60  0.08
9 C 0.26 -0.56 -1.98  -0.05
10 C -1.46 0.51 -0.40  -0.26
11 C -0.20 0.45 -1.01  -0.08
12 O -2.36 -0.54 -0.51  -0.01
13 H -1.90 -1.38 -0.40  0.10
14 H -1.99 1.45 -0.31  0.15
15 H 0.41 1.34 -0.90  0.13
16 H 0.11 -0.15 -2.99  0.10
17 H 1.33 -0.75 -1.88  0.08
18 H -0.30 -1.49 -1.93  0.08


# 2
Density functional theory data (ωB97M-V with the def2-TZVPD basis set) for a structure of composition C20H15Co2NO7S2 at a distorted geometry.

- charge = -2
- energy above the lowest of the compared OMol25 structures with the same formula, charge and spin (kJ/mol) = 4.66

Each line ends with the Löwdin charge.
Geometry (Å):
1 C -4.31 0.49 -3.39  -0.20
2 C -2.86 0.34 -2.94  -0.23
3 N -2.04 1.41 -3.52  -0.21
4 C -0.65 1.24 -3.39  -1.28
5 S -0.06 -0.35 -3.16  0.55
6 S 0.36 2.56 -3.54  0.44
7 C -2.58 2.79 -3.47  -0.22
8 C -4.04 2.78 -3.91  -0.21
9 O -4.81 1.82 -3.17  -0.17
10 H -4.36 0.23 -4.47  0.12
11 H -4.98 -0.16 -2.81  0.12
12 H -2.81 0.35 -1.83  0.13
13 H -2.46 -0.62 -3.31  0.05
14 H -2.49 3.23 -2.46  0.12
15 H -2.01 3.42 -4.16  0.07
16 H -4.54 3.73 -3.70  0.11
17 H -4.06 2.58 -5.00  0.12
18 O 4.26 -0.18 4.65  0.05
19 C 3.81 0.04 3.60  -0.24
20 Co 3.01 0.52 2.10  0.03
21 C 1.81 1.62 2.73  -0.17
22 O 0.93 2.26 3.14  0.07
23 C 4.13 1.56 1.24  -0.22
24 O 4.80 2.34 0.73  0.07
25 C 1.60 -0.92 1.49  -0.28
26 C 0.46 -1.23 2.36  -0.21
27 C 0.64 -1.46 3.74  -0.04
28 C -0.45 -1.70 4.58  -0.11
29 C -1.74 -1.80 4.03  -0.14
30 C -1.93 -1.63 2.66  -0.11
31 C -0.84 -1.37 1.82  -0.02
32 C 1.74 -0.82 0.09  -0.32
33 C 1.27 -0.17 -1.00  -0.19
34 Co 3.14 -1.60 0.87  0.05
35 C 3.95 -2.24 2.42  -0.12
36 O 4.40 -2.83 3.30  0.11
37 C 4.59 -0.82 0.11  -0.14
38 O 5.50 -0.50 -0.53  0.11
39 C 3.22 -3.12 -0.02  -0.12
40 O 3.23 -4.09 -0.65  0.11
41 H 1.65 -1.43 4.17  0.09
42 H -0.30 -1.81 5.65  0.09
43 H -2.59 -2.00 4.69  0.08
44 H -2.93 -1.69 2.22  0.09
45 H -0.99 -1.22 0.74  0.11
46 H 1.97 0.03 -1.84  0.03
47 H 0.36 0.43 -0.87  0.03


# 3
Density functional theory data (ωB97M-V with the def2-TZVPD basis set) for a structure of composition C16H32F12LiO12P2 at a distorted geometry.

- charge = -1

Each line ends with the Löwdin charge.
Geometry (Å):
1 Li 0.06 0.11 0.00  0.63
2 P -0.97 -3.43 0.75  0.09
3 F -1.27 -3.57 -0.82  -0.15
4 F -1.17 -5.02 0.87  -0.16
5 F 0.63 -3.62 0.44  -0.17
6 F -0.68 -3.45 2.32  -0.13
7 F -0.81 -1.88 0.60  -0.14
8 F -2.54 -3.19 1.03  -0.16
9 P 0.59 3.99 -1.70  0.15
10 F 1.06 3.05 -2.90  -0.16
11 F 2.22 4.28 -1.38  -0.20
12 F 0.61 5.22 -2.65  -0.13
13 F 0.08 4.91 -0.45  -0.16
14 F -0.92 3.78 -2.18  -0.17
15 F 0.43 2.59 -0.83  -0.19
16 C -5.73 -0.54 -0.59  -0.04
17 C -4.23 -1.02 -0.60  -0.17
18 O -3.57 -0.89 -1.87  0.04
19 C -2.40 -0.25 -2.06  -0.52
20 O -1.63 0.09 -1.13  0.01
21 O -2.24 -0.07 -3.34  0.03
22 C -1.13 0.74 -3.76  -0.02
23 H -5.64 0.55 -0.59  0.06
24 H -6.30 -0.94 0.25  0.07
25 H -6.22 -0.73 -1.54  0.07
26 H -4.19 -2.08 -0.32  0.11
27 H -3.74 -0.37 0.12  0.10
28 H -1.42 1.77 -3.56  0.09
29 H -1.01 0.49 -4.81  0.10
30 H -0.18 0.56 -3.26  0.07
31 C 5.29 1.05 -1.91  -0.05
32 C 3.74 0.84 -1.89  -0.13
33 O 3.49 -0.56 -2.27  0.04
34 C 2.22 -0.96 -2.14  -0.49
35 O 1.34 -0.41 -1.41  0.01
36 O 2.03 -1.98 -2.97  0.02
37 C 0.72 -2.39 -3.33  -0.02
38 H 5.91 0.35 -2.47  0.07
39 H 5.66 1.07 -0.89  0.07
40 H 5.58 2.01 -2.33  0.07
41 H 3.11 1.56 -2.40  0.12
42 H 3.67 0.90 -0.80  0.10
43 H 0.75 -3.30 -3.93  0.10
44 H 0.26 -1.63 -3.97  0.08
45 H 0.03 -2.51 -2.50  0.09
46 C 4.11 -2.83 2.28  -0.06
47 C 3.03 -1.75 2.38  -0.20
48 O 3.56 -0.47 2.00  0.04
49 C 2.68 0.48 1.70  -0.62
50 O 1.48 0.32 1.39  0.02
51 O 3.23 1.60 1.91  0.05
52 C 2.67 2.93 1.60  0.04
53 H 4.87 -2.77 3.07  0.07
54 H 4.53 -2.70 1.28  0.08
55 H 3.78 -3.86 2.26  0.08
56 H 2.65 -1.73 3.40  0.13
57 H 2.17 -1.96 1.75  0.11
58 H 2.50 3.65 2.39  0.10
59 H 1.68 2.70 1.20  0.07
60 H 3.18 3.44 0.79  0.08
61 C -2.52 -1.18 4.83  -0.05
62 C -2.14 -0.86 3.35  -0.19
63 O -2.75 0.39 3.09  0.07
64 C -2.29 1.04 2.04  -0.49
65 O -1.17 0.97 1.43  0.01
66 O -3.24 1.93 1.68  -0.01
67 C -3.08 2.83 0.64  -0.05
68 H -2.25 -2.22 5.04  0.07
69 H -3.57 -1.15 5.11  0.07
70 H -2.03 -0.50 5.52  0.07
71 H -2.37 -1.69 2.68  0.09
72 H -1.05 -0.89 3.31  0.12
73 H -2.10 3.31 0.69  0.10
74 H -3.91 3.54 0.67  0.10
75 H -3.16 2.31 -0.31  0.09


# 4
Density functional theory data (ωB97M-V with the def2-TZVPD basis set) for a structure of composition C8H13N at a distorted geometry.

- energy above the lowest of the compared OMol25 structures with the same formula, charge and spin (kJ/mol) = 524.00

Each line ends with the Löwdin charge.
Geometry (Å):
1 C 1.74 -1.00 -0.84  -0.06
2 C 1.40 0.46 -0.39  -0.30
3 C 0.80 0.33 1.09  -0.08
4 C -0.57 1.02 0.97  -0.42
5 C 0.17 1.04 -0.90  -0.18
6 C -1.04 0.23 -0.18  -0.29
7 C -1.38 -1.13 -0.45  -0.16
8 C -1.89 -1.70 0.65  0.02
9 H 1.82 -1.10 -1.94  0.09
10 H 2.67 -1.15 -0.23  0.10
11 H 0.99 -1.70 -0.57  0.03
12 H 2.26 1.06 -0.57  0.12
13 H 0.72 -0.70 1.47  0.11
14 H 1.61 1.04 1.67  0.16
15 H -1.00 1.47 1.83  0.14
16 H -1.05 2.78 -0.33  0.18
17 H 0.04 1.45 -1.85  0.12
18 H -1.99 1.03 -0.37  0.19
19 H -1.02 -1.72 -1.36  0.14
20 H -2.06 -0.99 1.46  0.08
21 H -1.93 -2.80 0.66  0.07
22 N -0.29 2.10 0.17  -0.03


# 5
Density functional theory data (ωB97M-V with the def2-TZVPD basis set) for a structure of composition C17H16Cl2FN3O2S.

- energy above the lowest of the compared OMol25 structures with the same formula, charge and spin (kJ/mol) = 0.00

Each line ends with the Löwdin charge.
Geometry (Å):
1 O 1.40 -1.57 -1.85  0.05
2 C 0.27 -1.21 -1.61  -0.47
3 N -0.33 -0.13 -2.13  0.11
4 H -1.24 0.14 -1.77  0.12
5 C 0.34 0.83 -2.97  -0.29
6 C 0.55 2.15 -2.22  -0.14
7 H 0.77 1.98 -1.16  0.08
8 H 1.37 2.71 -2.67  0.12
9 C -0.77 2.89 -2.43  -0.19
10 H -0.70 3.95 -2.22  0.11
11 H -1.55 2.46 -1.80  0.10
12 C -1.07 2.62 -3.91  -0.19
13 H -0.54 3.34 -4.53  0.11
14 H -2.14 2.70 -4.13  0.10
15 C -0.54 1.20 -4.18  -0.13
16 H -1.36 0.48 -4.26  0.11
17 H 0.03 1.16 -5.10  0.11
18 H 1.29 0.37 -3.26  0.14
19 C -0.64 -1.98 -0.63  -0.02
20 N -0.63 -1.35 0.68  0.02
21 C -1.40 -0.25 0.86  -0.40
22 O -2.16 0.18 0.01  0.08
23 C -1.18 0.48 2.16  -0.37
24 N -2.14 0.63 3.03  -0.25
25 S -1.69 1.53 4.30  1.02
26 C -0.09 1.78 3.69  -1.01
27 C 0.03 1.13 2.48  -0.71
28 Cl 1.45 1.12 1.52  0.80
29 Cl 1.11 2.68 4.49  0.68
30 C 0.23 -1.86 1.68  -0.25
31 C 1.55 -2.18 1.36  -0.02
32 C 2.40 -2.67 2.34  0.01
33 C 1.91 -2.84 3.62  -0.27
34 C 0.60 -2.56 3.95  0.01
35 C -0.25 -2.08 2.97  -0.01
36 H -1.28 -1.88 3.20  0.12
37 H 0.25 -2.73 4.96  0.12
38 F 2.74 -3.30 4.58  0.06
39 H 3.42 -2.91 2.11  0.12
40 H 1.91 -2.03 0.35  0.11
41 H -1.67 -1.99 -0.99  0.13
42 H -0.26 -3.00 -0.52  0.14


# 6
Density functional theory data (ωB97M-V with the def2-TZVPD basis set) for a structure of composition C50H45BBrF6InN10O2PS.

- charge = +1
- energy above the lowest of the compared OMol25 structures with the same formula, charge and spin (kJ/mol) = 82.86

Each line ends with the Löwdin charge.
Geometry (Å):
1 In 0.37 -0.53 -0.14  0.86
2 F -7.61 0.00 -4.95  0.15
3 C -6.74 0.03 -3.96  -0.13
4 C -6.90 0.92 -2.91  -0.13
5 F -7.94 1.74 -2.90  0.14
6 C -5.99 0.94 -1.87  -0.20
7 F -6.26 1.77 -0.86  0.12
8 C -4.87 0.11 -1.84  -0.31
9 P -3.50 0.23 -0.59  1.10
10 C -4.39 -0.40 0.88  -0.36
11 C -4.14 0.10 2.16  -0.12
12 C -4.73 -0.49 3.27  -0.08
13 C -5.55 -1.60 3.12  -0.08
14 C -5.78 -2.12 1.85  -0.07
15 C -5.19 -1.53 0.75  -0.09
16 C -3.47 2.06 -0.49  -0.39
17 C -4.09 2.89 0.44  -0.10
18 C -4.00 4.27 0.31  -0.07
19 C -3.29 4.83 -0.73  -0.08
20 C -2.67 4.02 -1.67  -0.09
21 C -2.76 2.64 -1.54  -0.14
22 C -4.77 -0.82 -2.87  -0.58
23 Br -3.44 -2.16 -2.83  0.91
24 C -5.68 -0.86 -3.92  -0.26
25 F -5.54 -1.74 -4.90  0.09
26 H -3.51 0.96 2.29  0.07
27 H -4.55 -0.08 4.26  0.10
28 H -6.02 -2.05 3.99  0.11
29 H -6.40 -2.99 1.73  0.11
30 H -5.37 -1.96 -0.24  0.10
31 H -4.69 2.48 1.24  0.10
32 H -4.50 4.91 1.03  0.11
33 H -3.23 5.91 -0.84  0.11
34 H -2.14 4.45 -2.51  0.11
35 H -2.29 1.99 -2.27  0.10
36 N -0.56 2.72 0.59  0.23
37 C -0.82 1.97 1.65  -0.44
38 N -1.17 2.58 2.77  0.21
39 C -1.35 1.80 3.84  -0.44
40 N -1.70 2.38 4.99  0.20
41 N -1.19 0.46 3.84  0.19
42 C -0.92 -0.08 2.67  -0.29
43 N -0.74 0.61 1.54  0.12
44 C -0.85 -1.55 2.61  -0.20
45 C -0.90 -2.31 3.77  0.02
46 C -0.83 -3.69 3.66  -0.02
47 C -0.75 -4.26 2.40  -0.02
48 C -0.71 -3.42 1.29  -0.10
49 N -0.75 -2.09 1.39  0.07
50 H -0.51 3.71 0.72  0.13
51 H -0.12 2.28 -0.20  0.07
52 H -1.85 3.37 5.02  0.12
53 H -1.84 1.82 5.80  0.12
54 H -0.97 -1.81 4.72  0.12
55 H -0.85 -4.31 4.54  0.12
56 H -0.72 -5.33 2.26  0.12
57 H -0.65 -3.81 0.29  0.12
58 F -0.21 -2.92 -1.88  0.15
59 B -0.34 -1.60 -2.00  -0.80
60 F -0.47 -1.18 -3.25  0.13
61 C 6.27 -8.60 -3.41  -0.07
62 C 5.81 -7.37 -2.68  -0.74
63 O 5.64 -6.29 -3.16  0.04
64 S 5.50 -7.73 -0.95  1.02
65 C 4.78 -6.20 -0.41  -0.52
66 C 3.48 -6.21 0.09  -0.09
67 C 2.87 -5.02 0.44  -0.02
68 C 3.54 -3.81 0.26  -0.24
69 C 4.86 -3.81 -0.19  -0.01
70 C 5.48 -5.01 -0.52  -0.08
71 C 2.79 -2.60 0.43  -0.10
72 C 2.09 -1.61 0.53  -0.09
73 H 7.06 -8.35 -4.11  0.09
74 H 5.42 -8.99 -3.98  0.09
75 H 6.60 -9.37 -2.72  0.06
76 H 2.95 -7.15 0.18  0.11
77 H 1.85 -5.01 0.80  0.10
78 H 5.39 -2.88 -0.32  0.12
79 H 6.49 -5.01 -0.90  0.12
80 C 2.44 0.63 3.39  0.02
81 C 2.17 1.71 2.38  -0.36
82 O 1.86 1.44 1.23  -0.03
83 C 2.28 3.13 2.82  -0.16
84 C 2.26 3.49 4.17  -0.03
85 C 2.34 4.82 4.53  -0.06
86 C 2.46 5.81 3.56  -0.06
87 C 2.47 5.46 2.22  -0.06
88 C 2.37 4.13 1.85  -0.02
89 H 2.45 -0.34 2.88  0.07
90 H 1.65 0.62 4.14  0.08
91 H 3.39 0.80 3.89  0.10
92 H 2.17 2.74 4.94  0.11
93 H 2.32 5.10 5.58  0.11
94 H 2.55 6.85 3.85  0.11
95 H 2.55 6.22 1.46  0.11
96 H 2.40 3.84 0.81  0.10
97 C 0.84 1.63 -3.46  -0.16
98 N 1.79 2.20 -4.39  -0.08
99 C 2.37 3.41 -3.81  -0.16
100 N 3.04 3.12 -2.54  -0.08
101 C 2.07 2.53 -1.63  -0.20
102 N 1.46 1.28 -2.16  -0.09
103 C 2.58 0.34 -2.43  -0.19
104 N 3.56 0.90 -3.36  -0.08
105 C 2.88 1.23 -4.61  -0.15
106 C 4.10 2.13 -2.78  -0.15
107 H 0.41 0.73 -3.91  0.12
108 H 0.04 2.36 -3.28  0.12
109 H 1.57 4.13 -3.63  0.13
110 H 3.09 3.84 -4.51  0.13
111 H 1.27 3.26 -1.46  0.12
112 H 2.56 2.28 -0.69  0.10
113 H 2.18 -0.58 -2.85  0.12
114 H 3.08 0.11 -1.48  0.11
115 H 2.46 0.32 -5.05  0.13
116 H 3.60 1.66 -5.30  0.13
117 H 4.84 2.55 -3.47  0.13
118 H 4.58 1.90 -1.83  0.13


no.,lowest unoccupied orbital energy (Eh),HOMO (eV),gap between HOMO and LUMO (eV)
1,-0.002,-8.201,8.154
2,0.173,-0.777,5.478
3,0.091,-8.374,10.852
4,0.038,-8.506,9.529
5,-0.001,-8.983,8.968
6,-0.114,-10.236,7.134